(1)
{"formula": "C9H10BrNO3", "method": "ωB97M-V/def2-TZVPD", "lumo_ev": [-0.075, -2.650], "multiplicity": 3, "homo_energy_ev": [-5.952, -10.012], "charge": 0, "homo_lumo_gap_ev": [5.9, 7.4], "symbols": ["C", "C", "C", "C", "C", "C", "C", "C", "C", "N", "O", "O", "O", "Br", "H", "H", "H", "H", "H", "H", "H", "H", "H", "H"], "xyz": [[-2.5177, 0.2594, -0.9583], [-2.4800, 0.2672, 0.4887], [-1.3941, 0.1809, -1.6696], [-1.3620, -0.0512, 1.1433], [1.3152, -0.0066, 1.3935], [-0.0375, 0.1513, -1.0097], [-0.1588, -0.4558, 0.3782], [0.4923, 1.5913, -0.9649], [2.5749, -0.5527, 0.8368], [-0.0141, -1.9190, 0.3742], [1.1214, 0.6330, 2.3630], [-0.6578, -2.5553, 1.1779], [0.8016, -2.3956, -0.3959], [4.0325, 0.7260, 1.1108], [-3.4804, 0.3339, -1.4409], [-3.3791, 0.5231, 1.0266], [-1.3977, 0.2077, -2.7482], [-1.3097, -0.0800, 2.2192], [0.6385, -0.4702, -1.6064], [-0.1489, 2.1963, -0.3265], [0.4825, 2.0163, -1.9663], [1.5087, 1.6398, -0.5834], [2.5248, -0.7806, -0.2265], [2.8453, -1.4593, 1.3844]], "forces_ev_per_angstrom": [[-4.05, 0.50, 5.98], [-4.66, 1.23, -5.92], [4.39, -0.85, -2.32], [4.87, -0.98, 2.08], [-2.74, -0.71, -1.59], [-0.33, 0.01, -0.54], [1.60, 1.49, 2.10], [0.01, -0.07, 0.16], [1.05, 0.20, 0.00], [0.12, -0.67, -0.31], [0.23, 0.16, 0.21], [-0.05, -0.21, 0.10], [0.03, -0.38, -0.08], [-0.17, -0.24, -0.05], [-0.08, 0.21, -0.01], [-0.18, -0.18, -0.02], [-0.06, -0.04, -0.12], [0.05, -0.01, 0.06], [-0.07, 0.17, 0.07], [-0.01, 0.10, 0.04], [0.02, 0.04, -0.03], [0.21, 0.05, 0.04], [-0.09, 0.10, 0.24], [-0.08, 0.08, -0.10]], "lowdin_charge": [-0.07, -0.06, -0.04, -0.03, -0.36, -0.29, -0.22, -0.02, -0.52, -0.35, 0.13, 0.11, 0.06, 0.68, 0.11, 0.11, 0.12, 0.12, 0.14, 0.10, 0.09, 0.06, 0.06, 0.09]}

***

(2)
{"formula": "C9H10CeN2O4Se", "method": "ωB97M-V/def2-TZVPD", "lumo_ev": [-13.919, -13.860], "multiplicity": 2, "homo_energy_ev": [-19.261, -19.254], "charge": 3, "homo_lumo_gap_ev": [5.3, 5.4], "symbols": ["Ce", "O", "C", "C", "O", "C", "O", "C", "O", "H", "H", "C", "N", "C", "C", "N", "C", "C", "Se", "H", "H", "H", "H", "H", "H", "H", "H"], "xyz": [[1.5674, -0.7029, -0.5345], [-0.5223, -3.4936, -0.8142], [0.4601, -2.8801, -0.9496], [3.6197, 0.4288, -0.8364], [4.4337, 1.2662, -0.8166], [1.3575, -0.3882, -2.9335], [0.8589, 0.1044, -3.8430], [2.8353, -1.8976, 1.1272], [3.0976, -2.1920, 2.2407], [2.9434, -2.5886, -1.7338], [3.4949, -2.0105, -1.7149], [-0.8842, -0.4691, 2.7298], [-1.4667, 0.2243, 1.5602], [-2.8076, 0.2723, 1.2093], [-2.9279, 1.0221, 0.0958], [-1.6616, 1.4570, -0.2704], [-1.3165, 2.3263, -1.4198], [-0.7967, 1.0517, 0.7042], [0.9892, 1.6246, 0.8874], [-1.3057, -0.0219, 3.6455], [0.2168, -0.3863, 2.7875], [-1.1378, -1.5411, 2.6662], [-3.5517, -0.1890, 1.8126], [-3.7897, 1.3324, -0.4501], [-1.6504, 1.8326, -2.3518], [-1.8266, 3.2979, -1.2870], [-0.2289, 2.5203, -1.5108]], "forces_ev_per_angstrom": [[-3.26, 1.44, 1.55], [5.21, 2.99, -0.82], [-6.52, -5.18, 0.49], [7.15, 6.44, -0.03], [-4.33, -4.72, -0.22], [-2.26, 2.56, -6.10], [2.03, -2.03, 3.32], [3.15, -2.98, 9.19], [-1.55, 1.71, -7.18], [1.02, 0.92, -0.03], [-0.82, -1.05, -0.09], [-0.28, -0.28, 0.48], [0.29, 1.07, -0.69], [0.74, -0.21, 0.41], [0.73, 0.45, -0.55], [0.51, -0.15, 1.16], [-0.32, 0.38, -0.43], [-0.22, -1.10, -0.72], [0.66, 0.05, -0.04], [0.19, -0.34, -0.32], [-0.63, 0.32, -0.30], [-0.11, 0.51, 0.15], [-0.44, -0.36, 0.22], [-0.42, -0.04, -0.24], [-0.05, 0.34, 0.52], [0.22, -0.49, -0.21], [-0.69, -0.25, 0.47]], "lowdin_charge": [0.67, 0.24, 0.01, -0.07, 0.27, -0.01, 0.27, 0.01, 0.25, 0.11, 0.11, 0.02, -0.09, 0.03, 0.04, -0.09, 0.02, -0.65, 0.90, 0.13, 0.07, 0.12, 0.15, 0.16, 0.12, 0.13, 0.07]}

***

(3)
{"formula": "C9H10ClN", "method": "ωB97M-V/def2-TZVPD", "lumo_ev": 0.879, "homo_energy_ev": -9.160, "de_lowest_kj_mol": 210.68, "charge": 0, "homo_lumo_gap_ev": 10.0, "symbols": ["C", "C", "C", "C", "C", "C", "C", "C", "C", "N", "Cl", "H", "H", "H", "H", "H", "H", "H", "H", "H", "H"], "xyz": [[-2.1485, -1.8462, -1.1582], [-1.0199, -2.5621, -0.7949], [-2.0946, -0.4392, -1.1839], [0.1101, -1.8689, -0.3381], [-0.9634, 0.1947, -0.7692], [0.1574, -0.5107, -0.3366], [0.7151, 2.8447, 1.3335], [1.0044, 2.2064, 0.2414], [1.3381, 0.2740, 0.2335], [1.7075, -0.0685, 1.4783], [2.6442, 0.0402, -1.0715], [-3.0064, -2.3149, -1.4713], [-1.0104, -3.6013, -0.6550], [-3.0121, 0.0075, -1.5622], [0.9944, -2.2771, 0.0046], [-0.9544, 1.1834, -0.6670], [0.4832, 3.9431, 1.2586], [0.6353, 2.2167, 2.2759], [1.2194, 2.6303, -0.7854], [1.0131, -0.6382, 1.9701], [2.1874, 0.5862, 1.9975]], "forces_ev_per_angstrom": [[2.39, 1.30, 0.22], [0.35, 1.45, 1.02], [-1.02, -1.89, -0.48], [-0.99, 0.27, -0.74], [0.19, -2.61, 0.08], [-0.76, 1.86, 0.49], [-0.62, 0.24, 1.28], [1.61, -3.66, -2.95], [-1.45, 3.77, -2.24], [-1.28, -2.85, 0.59], [0.16, 0.35, 0.42], [-1.88, -1.17, -0.60], [-0.20, -1.37, -0.28], [0.42, 0.63, 0.30], [1.49, -1.77, 0.57], [0.04, 4.01, 0.07], [0.40, -1.26, 0.64], [-0.13, 1.28, -0.93], [-0.54, -0.44, 1.35], [0.70, 0.43, -0.10], [1.12, 1.40, 1.29]], "lowdin_charge": [-0.07, -0.05, -0.06, -0.06, -0.04, -0.28, -0.07, -0.11, -0.71, 0.06, 0.55, 0.07, 0.09, 0.11, 0.09, 0.05, 0.08, 0.07, 0.09, 0.12, 0.06]}

***

(4)
{"formula": "C9H10ClNO3S", "method": "ωB97M-V/def2-TZVPD", "lumo_ev": [-1.271, -1.510], "homo_energy_ev": [-8.240, -8.475], "de_lowest_kj_mol": 155.03, "charge": 0, "homo_lumo_gap_ev": [7.0, 7.0], "symbols": ["C", "C", "C", "C", "C", "C", "C", "C", "C", "N", "O", "O", "O", "S", "Cl", "H", "H", "H", "H", "H", "H", "H", "H", "H", "H"], "xyz": [[1.2639, -1.1094, 1.0774], [1.8697, 1.2113, 0.7892], [1.4685, -0.9585, 2.4237], [1.9879, 1.4178, 2.1743], [1.5766, -0.0428, 0.2096], [1.6817, 0.3123, 2.9974], [-2.1193, 0.9860, -2.2774], [-1.7720, -1.3847, -1.7056], [-1.6202, -0.0007, -1.3217], [-1.2703, 0.4433, -0.0334], [-1.1758, 1.6668, 0.0937], [-1.1294, -0.3956, 0.8184], [1.0309, -1.3581, -1.9288], [1.4234, -0.0048, -1.5727], [1.7345, 0.3169, 4.6862], [1.0394, -2.1589, 0.5870], [2.0835, 2.1435, 0.3144], [1.3302, -1.7409, 3.0573], [2.2277, 2.2653, 2.7593], [-1.5399, 1.1593, -3.1748], [-3.0178, 0.6945, -2.6589], [-2.2328, 2.0292, -1.9987], [-2.1662, -1.6310, -2.6254], [-0.5761, -1.6987, -1.7699], [-2.0979, -2.1620, -0.9207]], "forces_ev_per_angstrom": [[1.02, -2.09, -2.42], [0.63, 0.44, 1.62], [-0.49, 2.58, -1.03], [-1.33, -3.06, 0.74], [-0.16, 1.77, 0.30], [0.77, -1.03, -2.26], [1.73, 2.34, -0.28], [3.50, -2.03, 3.91], [-0.87, 0.11, -0.94], [-1.05, 0.69, -2.02], [0.39, 0.00, 0.96], [0.06, -0.75, 1.57], [0.05, -2.80, -1.28], [0.07, 1.65, 2.25], [0.11, 0.57, 1.07], [0.38, 2.31, 1.22], [-0.01, 0.06, -1.40], [-0.41, -2.21, 1.65], [0.26, 1.38, -0.47], [0.82, -0.67, -0.34], [-2.72, -1.10, -0.90], [0.01, -0.18, 1.01], [-1.04, 0.14, -1.95], [-2.02, 0.36, -0.13], [0.31, 1.54, -0.88]], "lowdin_charge": [-0.09, -0.10, -0.12, -0.06, -0.45, -0.68, -0.04, -0.02, -0.25, -0.40, 0.04, 0.06, -0.59, 1.01, 0.73, 0.16, 0.10, 0.07, 0.09, 0.10, 0.06, 0.09, 0.06, 0.11, 0.13]}

***

(5)
{"formula": "C9H10CrN2", "method": "ωB97M-V/def2-TZVPD", "lumo_ev": [6.042, 5.977], "multiplicity": 5, "homo_energy_ev": [1.335, 1.259], "de_lowest_kj_mol": 113.57, "charge": -2, "homo_lumo_gap_ev": [4.7, 4.7], "symbols": ["C", "C", "C", "C", "C", "Cr", "C", "C", "C", "N", "H", "H", "H", "H", "H", "H", "H", "H", "H", "H", "N", "C"], "xyz": [[0.0946, -1.5446, -1.1916], [-1.1803, -1.4093, -0.5707], [-1.0642, -1.7964, 0.7919], [0.2894, -2.1895, 1.0339], [1.0057, -2.0707, -0.2061], [0.5112, -0.1263, 0.4933], [-1.1959, 1.8796, -0.3055], [-0.8745, 2.8945, -1.1328], [0.3411, 3.1664, -1.5494], [2.5075, -0.2496, 0.7876], [-1.8923, -1.9289, 1.4965], [-2.1215, -1.1848, -1.0842], [0.6809, -2.5892, 1.9696], [2.0247, -2.4049, -0.3923], [0.3187, -1.3880, -2.2466], [-2.0412, 1.2989, -0.6810], [2.4310, 0.4104, 0.0411], [-1.4377, 1.7534, 0.7876], [0.5422, 3.9360, -2.2715], [1.4037, 2.7715, -1.5180], [-0.2992, 0.4148, 3.4455], [-0.0440, 0.3566, 2.3026]], "forces_ev_per_angstrom": [[0.44, -0.81, 0.27], [-0.42, -0.57, 0.63], [-0.55, -0.73, -0.83], [-0.08, -0.63, -0.72], [-0.20, -0.82, -0.49], [1.36, 0.19, 0.10], [-2.51, -3.17, 2.65], [1.49, 0.68, 0.00], [2.49, 1.50, -2.02], [-2.09, -0.48, 0.64], [0.45, 0.50, -0.26], [0.52, 0.30, 0.34], [-0.05, 0.42, -0.36], [-0.42, 0.37, 0.16], [-0.04, 0.11, 0.39], [0.11, -0.54, -0.62], [0.86, 1.56, -1.41], [0.93, 1.36, -0.73], [-0.65, 1.26, -0.46], [-1.45, -1.10, 1.13], [-0.03, 0.12, -1.01], [-0.17, 0.48, 2.63]], "lowdin_charge": [-0.20, -0.20, -0.21, -0.24, -0.26, 0.33, -0.21, -0.33, -0.19, -0.26, 0.10, 0.09, 0.10, 0.08, 0.09, 0.00, -0.23, 0.02, -0.04, 0.04, -0.07, -0.41]}

***

(6)
{"formula": "C9H10CuN3O3S", "method": "ωB97M-V/def2-TZVPD", "lumo_ev": 5.220, "homo_energy_ev": -0.417, "charge": -2, "homo_lumo_gap_ev": 5.6, "symbols": ["Cu", "N", "C", "C", "O", "N", "C", "C", "O", "O", "H", "H", "H", "H", "H", "H", "S", "C", "C", "C", "C", "C", "N", "H", "H", "H", "H"], "xyz": [[0.3000, -0.0768, -0.1469], [0.6468, -2.5019, 0.4482], [1.9823, -2.4493, 1.0047], [2.8874, -1.3977, 0.3361], [4.1284, -1.5818, 0.4105], [2.2424, -0.4044, -0.2290], [3.0366, 0.6059, -0.8945], [2.2094, 1.6711, -1.6472], [2.8721, 2.5477, -2.2397], [0.9477, 1.5742, -1.6213], [0.5695, -3.0292, -0.4067], [-0.1250, -2.6848, 1.0711], [1.9023, -2.1679, 2.0590], [2.5317, -3.3992, 0.9730], [3.6860, 1.1417, -0.1901], [3.7216, 0.1548, -1.6223], [-2.5203, -1.7982, 1.4239], [-2.6697, -0.2227, 0.7433], [-3.9165, 0.4549, 0.8374], [-4.0906, 1.7052, 0.3076], [-3.0224, 2.3248, -0.3454], [-1.8324, 1.6327, -0.4128], [-1.6409, 0.4077, 0.1176], [-4.7207, -0.0597, 1.3449], [-5.0520, 2.2037, 0.3943], [-3.1067, 3.3066, -0.7915], [-0.9670, 2.0426, -0.9241]], "forces_ev_per_angstrom": [[-0.11, -0.32, 0.12], [0.08, -0.08, -0.04], [-0.04, 0.00, 0.02], [-0.02, -0.06, 0.01], [-0.03, 0.01, -0.01], [0.05, 0.29, -0.10], [0.01, -0.02, 0.06], [-0.02, -0.06, -0.08], [0.01, 0.03, 0.01], [0.09, 0.07, -0.01], [0.00, -0.03, 0.01], [-0.02, 0.03, 0.02], [-0.01, -0.01, 0.00], [-0.01, 0.01, -0.02], [0.00, 0.01, 0.01], [0.01, 0.00, 0.00], [-0.06, 0.02, 0.03], [0.06, 0.00, 0.04], [-0.02, -0.04, 0.00], [-0.01, 0.04, -0.01], [0.00, -0.05, 0.00], [-0.08, 0.00, -0.03], [0.10, 0.12, -0.05], [0.00, 0.00, 0.00], [0.00, 0.00, 0.00], [0.01, 0.00, 0.00], [0.01, 0.02, 0.03]], "lowdin_charge": [0.37, -0.03, -0.22, -0.60, -0.10, -0.04, -0.18, -0.70, -0.09, -0.12, 0.06, -0.04, 0.11, 0.09, 0.11, 0.11, 0.39, -0.83, -0.17, -0.13, -0.11, -0.14, -0.03, 0.07, 0.08, 0.08, 0.08]}